Record 1
C30H52F10Mg2N2O13S2 | ωB97M-V with the def2-TZVPD basis set

Positions of all 111 atoms, in Å:
H: -2.701 1.226 2.747
H: 3.196 -3.976 -4.088
H: -5.972 -0.114 3.332
O: 1.991 -1.569 6.784
H: -4.293 2.409 4.160
F: 0.795 -3.253 -5.927
H: 3.489 4.412 -5.847
H: -4.668 3.401 2.756
O: -5.899 -0.923 -1.486
C: 1.827 -0.023 -3.556
H: 4.773 0.471 4.174
H: 1.128 -2.226 4.241
C: 0.060 1.163 -2.393
C: -6.606 0.356 -1.339
H: -2.183 -0.725 0.469
C: 2.005 -0.792 -2.425
H: -6.732 0.525 -0.276
H: 3.042 -1.244 -4.809
F: 6.842 -0.932 9.124
H: -4.300 -0.165 3.912
O: -0.169 1.458 -5.561
H: 2.997 2.205 -2.287
O: 4.982 0.955 3.362
H: -4.707 -0.879 2.353
O: 5.148 0.990 7.588
S: 4.489 0.006 8.393
C: 2.686 -0.222 -4.762
C: -1.098 -0.801 0.548
H: 1.619 -4.597 -3.707
H: -4.834 -2.863 -3.915
S: 3.405 -1.630 6.499
H: 1.334 -1.451 2.113
H: 1.709 -3.027 -4.474
O: 3.796 -1.008 5.257
C: -2.270 1.616 -3.071
C: -3.559 2.390 -2.735
H: -1.655 -1.398 2.541
H: 0.399 -2.749 1.392
C: -5.878 1.500 -2.010
O: 2.875 -1.766 -2.365
C: -1.032 2.201 -2.399
F: 5.012 -3.655 5.959
O: 3.326 0.420 9.121
H: 2.103 2.942 -5.348
C: 0.857 0.959 -3.522
C: -4.365 1.618 -1.600
C: -4.907 2.463 3.258
H: 1.222 -2.995 -1.993
N: 4.365 -1.429 7.711
Mg: -4.142 0.320 -3.368
H: -1.248 1.259 -0.097
H: -0.479 -0.099 2.491
H: -3.875 -1.448 -3.820
H: -6.329 2.441 -1.711
H: -1.266 2.506 -1.385
F: 2.746 0.672 -0.007
H: 4.560 0.454 2.657
H: 0.239 0.903 0.747
H: -4.184 2.411 -3.652
H: 2.114 0.012 -5.654
H: 3.786 1.629 -5.179
C: 3.930 0.711 -4.617
H: 2.775 -3.707 -1.648
F: 1.468 -1.266 -0.289
H: -5.990 1.391 -3.109
H: -5.202 1.373 1.432
C: 0.497 -2.762 3.545
F: -2.577 3.544 -4.609
C: 2.210 -3.683 -3.735
N: 1.234 -0.536 -1.364
H: -3.350 3.415 -2.474
C: 5.717 -0.480 9.678
C: 4.992 2.645 -1.742
H: -3.993 0.582 -1.462
H: -0.755 3.085 -2.970
C: 2.245 -3.085 -2.365
C: 3.985 2.241 -2.788
F: 6.008 0.581 10.427
C: -4.928 -0.046 3.025
C: 0.271 0.393 -1.277
O: 3.940 3.554 -5.799
O: -3.240 1.298 1.952
H: 4.771 0.172 -5.052
H: -4.311 2.131 -0.649
H: -0.463 -2.986 4.017
F: 3.411 -4.141 7.314
H: -7.599 0.220 -1.759
Mg: -1.824 -3.913 3.596
C: -4.529 -2.100 -3.208
O: -6.714 -1.304 -3.551
H: -5.955 2.486 3.557
C: 0.415 -2.027 2.209
C: 3.735 -3.424 6.239
H: 1.020 -3.701 3.357
H: -2.275 0.538 -2.719
F: 5.231 -1.438 10.471
F: 2.992 -3.868 5.205
O: 1.314 2.961 -4.757
H: 5.220 1.811 -1.085
C: -0.749 -1.048 2.027
C: -5.833 -1.390 -2.732
C: -0.471 0.515 0.013
H: 3.880 2.985 -3.605
H: -0.757 -1.628 -0.069
C: -4.613 1.281 2.351
O: 4.273 0.960 -3.282
H: 4.541 3.426 -1.133
C: 0.627 1.812 -4.737
H: -2.065 1.585 -4.149
H: -3.962 -2.554 -2.400
H: 5.886 3.058 -2.205

Output
HOMO level: -7.7865 eV
Max |F|: 1.84 eV/A
Lowest unoccupied orbital energy: -6.4 eV
HOMO-LUMO gap: 1.3 eV

=====

Record 2
C5H8O2 | ωB97M-V with the def2-TZVPD basis set

Positions of all 15 atoms, in Å:
C: -0.937 -0.867 -0.350
H: -0.795 2.062 0.168
C: 0.136 -0.021 0.301
H: 1.645 -0.420 -1.170
C: 1.516 -0.493 -0.081
H: 0.030 0.056 1.388
O: -0.796 -1.726 -1.188
H: -2.324 0.319 0.825
O: 2.524 0.196 0.627
H: -0.366 1.282 -1.397
C: -1.997 0.174 -0.208
H: 1.526 -1.567 0.165
H: 3.340 -0.308 0.518
C: -0.717 1.116 -0.370
H: -2.863 0.057 -0.863

Output
HOMO level: -9.5328 eV
Max |F|: 0.69 eV/A
Lowest unoccupied orbital energy: 0.8 eV
HOMO-LUMO gap: 10.4 eV

=====

Record 3
C8H17Cl2N2O | ωB97M-V with the def2-TZVPD basis set

Positions of all 30 atoms, in Å:
H: 3.981 4.095 2.111
H: -0.343 0.571 -1.392
H: -1.066 2.702 -0.647
H: -1.908 -1.041 -2.167
O: 0.461 -1.003 -1.103
H: 1.348 -2.644 -0.490
H: -1.034 -0.730 1.358
C: 1.558 -1.985 -1.312
H: -2.843 -0.800 -0.684
C: -1.695 -2.720 1.581
Cl: 1.298 4.682 -1.608
H: 0.297 -1.731 1.333
H: 1.485 -2.602 -2.135
H: 3.714 2.512 1.150
C: 3.518 3.554 1.314
N: -1.394 0.728 -1.086
H: -2.894 2.051 -0.371
H: -1.873 -2.435 2.696
H: -2.601 -2.815 1.047
H: -1.255 -3.692 1.648
C: -1.803 1.807 -0.628
N: 2.606 4.115 0.522
H: 2.441 -1.485 -1.387
H: -0.842 -2.626 -0.991
C: -1.892 -0.576 -1.101
C: 1.816 3.621 -0.388
H: 2.389 5.156 0.689
C: -0.729 -1.588 -0.572
Cl: 1.899 1.944 -0.693
C: -0.719 -1.711 0.979

Output
HOMO level: -9.8321 eV
Max |F|: 5.44 eV/A
Charge: +1
Lowest unoccupied orbital energy: -4.1 eV
HOMO-LUMO gap: 5.7 eV

=====

Record 4
C39H49AsF5N2O2Si3TcTe | ωB97M-V with the def2-TZVPD basis set

Positions of all 103 atoms, in Å:
Te: -0.338 3.445 -0.769
H: -1.998 -2.235 4.721
H: 2.029 -3.017 -1.107
O: -2.176 -0.416 0.241
H: 0.320 -0.393 7.016
F: -2.750 -2.308 2.528
N: 0.240 -2.479 -0.084
C: 1.242 7.093 0.898
H: 1.284 2.993 5.130
H: 1.382 2.502 -5.458
F: -4.784 -4.953 -0.729
H: 3.536 -1.936 0.497
C: -3.753 -2.513 -2.327
H: 4.419 1.047 -2.824
C: -2.973 -3.561 -1.512
C: -3.250 -0.775 -0.644
H: -3.831 2.334 1.969
H: 2.937 3.298 4.605
C: 1.974 3.081 1.809
H: 4.336 1.134 3.336
H: 2.241 3.530 -1.586
H: 2.936 3.604 1.882
N: 2.090 -0.487 -0.085
H: -0.783 -2.944 5.791
H: -1.205 0.135 6.288
C: 1.661 -2.859 -0.089
C: 3.028 1.851 -4.226
As: 0.057 0.285 2.696
H: 3.639 5.838 -1.846
C: 1.930 -1.783 4.787
H: -5.782 -3.178 -1.943
H: 1.178 3.813 1.975
C: 1.667 2.002 -4.539
C: -2.756 2.262 1.768
C: -0.948 -2.509 4.798
H: -1.257 5.827 0.114
C: 2.182 2.515 4.740
C: -2.521 -1.804 0.166
H: 3.803 0.812 1.680
H: -3.643 -0.336 3.091
H: -0.052 -3.259 -1.973
O: 0.040 0.449 -1.724
C: 2.965 6.193 -1.073
C: -0.477 -2.794 -1.077
H: 2.678 8.647 1.241
H: 0.565 7.445 1.670
C: 0.688 1.519 -3.705
C: 2.392 0.707 -2.185
H: -1.893 2.459 5.536
Tc: 0.119 -0.110 0.175
H: 3.443 -0.336 2.973
H: 1.906 -2.616 5.498
C: 3.521 0.719 2.732
H: 2.284 -2.176 3.831
H: -2.329 3.651 4.302
C: -5.516 -1.374 -0.790
C: -0.127 0.047 6.117
C: 2.466 -1.744 0.584
C: 0.905 5.961 0.155
F: -4.554 -4.325 1.756
C: -3.233 0.272 3.901
H: 3.835 -0.508 -1.132
H: -0.645 3.172 4.512
C: -1.670 2.806 4.524
H: -2.620 1.688 0.849
H: 4.214 7.847 -0.536
H: 0.278 1.048 5.988
C: 2.426 7.770 0.657
C: -4.205 -3.720 -0.566
C: -3.954 -3.508 0.905
Si: 0.214 -1.071 4.675
H: 2.555 1.818 5.495
H: -0.503 4.988 1.470
H: 3.790 2.227 -4.895
C: -4.996 -2.641 -1.414
C: -0.396 5.231 0.413
H: 1.245 4.495 -2.675
H: -2.863 -0.398 4.676
Si: 1.975 1.720 3.067
H: 2.196 -1.686 1.634
C: 1.438 4.268 -1.627
H: -6.586 -1.232 -0.703
Si: -1.962 1.468 3.258
C: -2.739 -1.411 -1.922
H: -0.365 1.626 -3.939
C: 3.289 7.319 -0.337
C: 1.776 5.504 -0.831
H: -2.384 3.273 1.598
C: 1.023 0.870 -2.504
C: -3.106 -2.565 1.273
F: -2.240 -0.662 -2.912
H: 1.865 2.689 0.796
H: 1.768 -3.790 0.468
C: 2.819 -0.111 -1.081
H: -4.949 0.532 0.001
H: -4.049 0.863 4.329
H: 2.653 -1.051 5.153
C: -1.936 -2.483 -1.063
H: -0.742 -3.279 4.050
H: -2.590 -4.482 -1.946
C: -4.661 -0.423 -0.420
C: 3.372 1.197 -3.074
F: -3.957 -2.630 -3.658

Output
HOMO level (alpha / beta): -9.4313 / -9.6196 eV
Max |F|: 0.99 eV/A
Charge: +1
Lowest unoccupied orbital energy (alpha / beta): -2.4 / -2.6 eV
Expectation value of S²: 3.780
Spin multiplicity: 4
HOMO-LUMO gap (alpha / beta): 7.0 / 7.0 eV

=====

Number 1: electronic energy -4456.3591 a.u.. Number 2: electronic energy -345.7456 a.u.. Number 3: electronic energy -1419.7392 a.u.. Number 4: electronic energy -5727.6264 a.u..